{
  "formula": "C41H67N3O19P2S",
  "method": "ωB97M-V/def2-TZVPD",
  "symbols": ["C", "C", "C", "C", "C", "C", "C", "C", "C", "C", "C", "C", "C", "C", "C", "C", "P", "N", "C", "O", "C", "C", "P", "O", "O", "O", "C", "N", "S", "N", "C", "H", "H", "H", "H", "H", "H", "H", "H", "H", "H", "H", "H", "H", "H", "H", "H", "H", "H", "H", "H", "H", "H", "H", "H", "H", "H", "H", "H", "H", "H", "H", "H", "H", "H", "H", "H", "H", "C", "C", "C", "O", "C", "O", "O", "H", "H", "H", "H", "H", "H", "C", "C", "C", "O", "C", "O", "O", "H", "H", "H", "H", "H", "H", "C", "C", "C", "O", "C", "O", "O", "H", "H", "H", "H", "H", "H", "C", "C", "C", "O", "C", "O", "O", "H", "H", "H", "H", "H", "H", "C", "C", "C", "O", "C", "O", "O", "H", "H", "H", "H", "H", "H"],
  "xyz": [[9.065, 3.566, 3.038], [9.805, 2.470, 2.124], [9.075, 2.509, 0.698], [10.000, 2.082, -0.510], [9.976, 0.551, -0.915], [9.344, -0.447, 0.127], [10.375, -0.964, 1.242], [9.645, -2.109, 2.058], [9.306, -1.739, 3.568], [7.770, -1.518, 3.866], [6.833, -2.729, 3.502], [5.325, -2.228, 3.743], [4.741, -1.549, 2.409], [3.429, -2.310, 1.937], [2.211, -1.292, 1.915], [1.921, -0.558, 0.696], [2.938, -0.687, -0.872], [3.989, 0.528, -0.847], [0.744, 0.411, 0.637], [0.475, 1.132, -0.527], [-0.093, 0.580, 1.828], [-1.283, 1.603, 1.746], [-0.592, 3.320, 2.123], [-1.392, 4.300, 1.330], [1.028, 3.384, 1.683], [-0.627, 3.614, 3.770], [0.246, -0.199, 3.065], [-0.417, -0.145, 4.297], [0.379, -1.194, 5.318], [1.612, -1.842, 4.392], [1.410, -1.167, 3.191], [9.343, 3.426, 4.126], [7.961, 3.434, 2.879], [9.342, 4.617, 2.759], [10.883, 2.773, 2.017], [9.652, 1.495, 2.659], [8.071, 1.998, 0.723], [8.838, 3.611, 0.541], [11.041, 2.492, -0.323], [9.628, 2.664, -1.412], [11.058, 0.229, -1.050], [9.504, 0.376, -1.931], [8.386, -0.108, 0.604], [9.077, -1.386, -0.454], [10.797, -0.135, 1.867], [11.228, -1.421, 0.649], [8.666, -2.351, 1.554], [10.289, -3.039, 2.079], [9.865, -0.802, 3.837], [9.646, -2.596, 4.220], [7.648, -1.344, 4.983], [7.397, -0.561, 3.383], [6.865, -3.015, 2.406], [7.032, -3.664, 4.108], [4.677, -3.068, 4.112], [5.292, -1.429, 4.545], [4.437, -0.492, 2.683], [5.524, -1.527, 1.593], [3.513, -2.766, 0.908], [3.112, -3.149, 2.620], [2.027, -0.627, -1.967], [3.675, -1.904, -0.926], [3.813, 1.024, 0.036], [1.247, 1.735, -0.627], [-2.088, 1.297, 2.464], [-1.673, 1.588, 0.692], [1.572, 2.877, 2.321], [0.206, 4.037, 4.061], [3.378, -5.562, -3.603], [4.660, -5.733, -2.804], [4.668, -6.899, -1.855], [5.600, -6.472, -0.860], [5.555, -5.112, -0.843], [6.058, -4.431, -0.004], [4.856, -4.632, -1.908], [2.986, -4.548, -3.517], [3.564, -5.761, -4.660], [2.598, -6.257, -3.284], [5.521, -5.761, -3.479], [5.004, -7.823, -2.325], [3.705, -7.074, -1.367], [-2.719, 5.342, -1.396], [-4.081, 5.024, -1.990], [-4.816, 3.897, -1.322], [-5.654, 3.414, -2.377], [-5.005, 3.698, -3.545], [-5.321, 3.267, -4.611], [-3.956, 4.530, -3.331], [-1.942, 5.360, -2.162], [-2.738, 6.321, -0.914], [-2.426, 4.621, -0.631], [-4.693, 5.930, -2.032], [-5.417, 4.230, -0.476], [-4.166, 3.078, -1.001], [-7.813, 1.755, -3.528], [-9.306, 1.475, -3.466], [-10.187, 2.668, -3.707], [-11.376, 2.312, -2.997], [-10.993, 1.482, -1.988], [-11.699, 1.149, -1.086], [-9.703, 1.088, -2.143], [-7.300, 1.389, -2.638], [-7.373, 1.261, -4.396], [-7.597, 2.816, -3.630], [-9.560, 0.650, -4.139], [-10.403, 2.826, -4.764], [-9.798, 3.595, -3.277], [-5.473, -2.283, -0.189], [-4.241, -2.052, 0.671], [-3.585, -0.710, 0.499], [-2.231, -0.986, 0.864], [-2.014, -2.303, 0.580], [-0.942, -2.821, 0.579], [-3.181, -2.940, 0.297], [-5.398, -3.214, -0.752], [-6.366, -2.339, 0.437], [-5.638, -1.469, -0.899], [-4.476, -2.248, 1.722], [-4.011, 0.053, 1.150], [-3.593, -0.346, -0.533], [-14.459, 1.265, -1.836], [-15.655, 0.326, -1.812], [-15.822, -0.524, -3.040], [-17.228, -0.777, -3.045], [-17.815, 0.281, -2.417], [-18.987, 0.494, -2.413], [-16.887, 1.061, -1.803], [-14.752, 2.291, -1.607], [-13.725, 0.956, -1.099], [-13.953, 1.264, -2.803], [-15.633, -0.285, -0.905], [-15.264, -1.459, -2.985], [-15.565, -0.007, -3.970]],
  "gap_ev": 7.429
}

{
  "formula": "C18H27N2O4P2S2Tc",
  "method": "ωB97M-V/def2-TZVPD",
  "symbols": ["Tc", "P", "C", "C", "N", "C", "C", "C", "C", "C", "P", "H", "H", "H", "H", "H", "H", "H", "H", "O", "H", "H", "O", "H", "C", "H", "H", "H", "C", "H", "H", "H", "C", "H", "H", "H", "C", "H", "H", "H", "O", "S", "O", "N", "C", "S", "C", "C", "C", "C", "C", "C", "H", "H", "H", "H"],
  "xyz": [[-0.360, -0.155, 0.176], [0.942, -1.559, -1.059], [0.113, -1.439, -2.644], [-1.143, -0.796, -2.717], [-1.579, -0.105, -1.602], [-2.656, 0.687, -1.640], [-3.517, 0.639, -2.730], [-3.179, -0.126, -3.847], [-1.973, -0.798, -3.862], [-2.868, 1.601, -0.456], [-1.213, 1.933, 0.365], [-1.626, -1.403, -4.696], [-4.425, 1.225, -2.654], [-3.860, -0.193, -4.690], [-3.296, 2.562, -0.760], [-3.526, 1.158, 0.307], [1.349, 0.260, -4.062], [0.500, -1.926, -3.546], [2.201, 1.803, -2.789], [1.940, 1.030, -4.171], [2.189, 1.064, -5.106], [0.852, 0.521, -0.712], [2.232, 1.973, -1.809], [2.161, 2.937, -1.693], [-0.645, 3.446, -0.480], [-1.425, 4.221, -0.450], [0.259, 3.807, 0.031], [-0.385, 3.210, -1.520], [-1.667, 2.470, 2.040], [-0.770, 2.863, 2.539], [-2.438, 3.253, 1.987], [-2.038, 1.610, 2.614], [0.564, -3.261, -0.467], [0.930, -4.000, -1.197], [1.053, -3.390, 0.510], [-0.527, -3.354, -0.345], [2.720, -1.605, -1.410], [3.248, -1.896, -0.493], [2.944, -2.329, -2.204], [3.041, -0.600, -1.708], [-1.837, -4.022, 2.985], [-1.569, -2.844, 3.771], [-2.544, -2.392, 4.731], [-1.096, -1.561, 2.719], [0.131, -1.190, 2.990], [0.834, 0.094, 2.094], [0.869, -1.975, 3.973], [2.235, -1.926, 4.246], [2.750, -2.852, 5.158], [1.928, -3.815, 5.768], [0.561, -3.890, 5.437], [0.054, -2.957, 4.526], [2.829, -1.170, 3.731], [3.807, -2.824, 5.404], [2.362, -4.502, 6.503], [-0.082, -4.652, 5.881]],
  "s2": 4.110,
  "total_charge": 3,
  "gap_ev": [5.891, 4.290],
  "multiplicity": 4,
  "relative_energy_kj_mol": 0.0
}

{
  "formula": "C5H8N2",
  "method": "ωB97M-V/def2-TZVPD",
  "symbols": ["H", "N", "C", "C", "N", "C", "C", "C", "H", "H", "H", "H", "H", "H", "H"],
  "xyz": [[-2.584, 2.432, 0.991], [-2.016, 1.783, 0.493], [-1.404, 0.958, 1.219], [-0.840, -0.204, 0.674], [-0.767, -1.444, 0.515], [0.241, -0.663, -0.203], [0.113, -0.293, -1.686], [1.699, -0.784, 0.384], [-1.048, 1.079, 2.192], [0.894, -1.011, -2.059], [0.380, 0.705, -1.773], [-0.790, -0.539, -2.205], [2.314, -1.367, -0.201], [1.707, -0.827, 1.422], [2.100, 0.174, 0.235]],
  "smiles": "[H]/N=C/C1=NC1(C)C",
  "gap_ev": 9.725,
  "relative_energy_kj_mol": 364.0
}

{
  "formula": "C5H7NOS",
  "method": "ωB97M-V/def2-TZVPD",
  "symbols": ["C", "C", "C", "C", "C", "H", "H", "H", "H", "H", "H", "H", "N", "O", "S"],
  "xyz": [[-2.090, -0.683, -0.487], [-0.831, -0.723, 0.375], [0.246, 0.286, 0.167], [1.070, 2.108, -0.267], [1.643, 0.135, -0.013], [-3.107, -1.123, -0.016], [-1.917, -1.372, -1.365], [-2.380, 0.336, -0.708], [-0.245, -1.664, 0.348], [-1.066, -0.449, 1.414], [1.385, 3.223, -0.144], [2.702, -1.652, 1.122], [-0.074, 1.547, -0.034], [2.151, 1.324, -0.114], [2.513, -1.293, -0.278]],
  "gap_ev": 9.256,
  "relative_energy_kj_mol": 205.1
}

{
  "formula": "C5H8FN3O",
  "method": "ωB97M-V/def2-TZVPD",
  "symbols": ["C", "C", "O", "C", "C", "C", "F", "N", "N", "N", "H", "H", "H", "H", "H", "H", "H", "H"],
  "xyz": [[-1.469, 0.152, -1.813], [-1.549, -0.286, -0.439], [-0.355, -0.577, 0.180], [0.105, 0.346, 1.133], [1.413, -0.405, 1.484], [1.969, -0.404, 0.145], [2.510, -1.580, -0.114], [2.047, 0.617, -0.562], [1.401, 1.718, -0.173], [0.417, 1.638, 0.547], [-0.807, -0.595, -2.411], [-2.483, 0.028, -2.134], [-1.198, 1.166, -1.933], [-2.169, -1.230, -0.279], [-2.103, 0.481, 0.235], [-0.742, 0.357, 2.005], [1.934, -0.095, 2.428], [1.078, -1.331, 1.699]],
  "smiles": "CCO[C@H]1CC(F)=NN=N1",
  "gap_ev": 9.406,
  "relative_energy_kj_mol": 142.8
}

{
  "formula": "C26H37Cl6F15O10",
  "method": "ωB97M-V/def2-TZVPD",
  "symbols": ["C", "C", "O", "C", "O", "C", "F", "F", "F", "H", "H", "H", "H", "H", "C", "C", "O", "C", "O", "C", "F", "F", "F", "H", "H", "H", "H", "H", "C", "C", "O", "C", "O", "C", "F", "F", "F", "H", "H", "H", "H", "H", "C", "C", "O", "C", "O", "C", "F", "F", "F", "H", "H", "H", "H", "H", "C", "C", "O", "C", "O", "C", "F", "F", "F", "H", "H", "H", "H", "H", "Cl", "C", "C", "Cl", "H", "H", "H", "H", "Cl", "C", "C", "Cl", "H", "H", "H", "H", "Cl", "C", "C", "Cl", "H", "H", "H", "H"],
  "xyz": [[0.347, 6.749, 8.046], [-0.737, 7.230, 6.970], [-0.771, 6.382, 5.785], [-1.957, 6.278, 5.015], [-2.986, 6.896, 5.309], [-1.802, 5.274, 3.848], [-1.754, 6.075, 2.793], [-0.706, 4.502, 3.863], [-2.822, 4.425, 3.797], [0.254, 5.698, 8.322], [0.229, 7.193, 9.034], [1.327, 6.842, 7.578], [-0.580, 8.256, 6.636], [-1.744, 7.320, 7.377], [3.607, -0.971, -7.126], [4.289, 0.196, -7.808], [4.855, 1.059, -6.857], [4.009, 2.124, -6.479], [2.858, 2.299, -6.806], [4.786, 3.055, -5.521], [4.300, 4.239, -5.497], [4.701, 2.549, -4.304], [6.058, 3.097, -5.916], [4.273, -1.620, -6.556], [3.090, -1.544, -7.896], [2.861, -0.669, -6.392], [3.710, 0.758, -8.541], [5.062, -0.051, -8.535], [-6.780, -4.274, -2.979], [-6.129, -4.494, -1.683], [-5.127, -3.514, -1.406], [-5.288, -2.513, -0.420], [-6.230, -2.396, 0.316], [-4.094, -1.549, -0.292], [-3.366, -1.584, -1.319], [-4.488, -0.317, -0.068], [-3.401, -1.795, 0.798], [-7.549, -3.538, -2.747], [-7.269, -5.220, -3.210], [-6.093, -3.926, -3.751], [-5.587, -5.440, -1.653], [-6.932, -4.588, -0.952], [-2.404, 5.236, -2.511], [-3.421, 4.235, -2.998], [-4.557, 4.337, -2.218], [-5.376, 5.399, -2.066], [-5.177, 6.517, -2.668], [-6.319, 5.432, -0.843], [-6.110, 6.580, -0.155], [-7.574, 5.512, -1.173], [-6.036, 4.350, -0.063], [-1.815, 4.883, -1.664], [-2.825, 6.168, -2.133], [-1.740, 5.409, -3.358], [-3.037, 3.219, -2.906], [-3.692, 4.466, -4.028], [3.353, -9.072, 0.847], [4.436, -8.902, 2.031], [4.482, -7.475, 2.235], [3.634, -6.835, 2.966], [2.806, -7.387, 3.673], [3.774, -5.292, 2.983], [3.197, -4.977, 1.860], [3.027, -4.789, 3.974], [5.019, -4.862, 2.857], [2.422, -8.741, 1.308], [3.168, -10.126, 0.638], [3.618, -8.539, -0.066], [5.467, -9.174, 1.805], [4.208, -9.435, 2.954], [3.655, -7.037, -4.417], [4.484, -5.504, -3.975], [3.481, -4.365, -3.528], [4.402, -2.930, -3.171], [5.046, -5.058, -4.796], [5.140, -5.648, -3.116], [2.845, -4.488, -2.652], [2.743, -4.144, -4.299], [-1.765, 2.772, 7.851], [-1.436, 1.169, 7.068], [0.078, 0.902, 6.909], [0.987, 0.707, 8.385], [-1.865, 1.386, 6.090], [-2.025, 0.414, 7.588], [0.570, 1.672, 6.315], [0.165, 0.035, 6.254], [1.141, 1.040, -1.804], [1.736, 1.307, -0.227], [1.867, 0.033, 0.586], [2.375, 0.466, 2.198], [1.011, 1.926, 0.302], [2.704, 1.789, -0.364], [2.713, -0.455, 0.101], [0.997, -0.620, 0.652]],
  "smiles": "CCOC(=O)C(F)(F)F.CCOC(=O)C(F)(F)F.CCOC(=O)C(F)(F)F.CCOC(=O)C(F)(F)F.CCOC(=O)C(F)(F)F.ClCCCl.ClCCCl.ClCCCl",
  "gap_ev": 10.888,
  "relative_energy_kj_mol": 438.2
}

Computed E_tot (eV) in order:
-116388.1210; -72690.4927; -8291.2241; -19669.4775; -14545.6262; -163931.9763